72
Properties=species:S:1:pos:R:3 method="wB97M-V/def2-TZVPD" charge=+2 multiplicity=1 homo_ev=-12.9
Ta -0.22 -0.08 -0.12
S 3.79 -0.79 3.12
S -3.08 1.00 -3.69
S -2.12 1.42 -0.81
O 0.41 2.44 2.60
O 0.59 0.50 -1.96
O -0.76 -1.00 1.37
N -2.42 -0.92 -2.09
N 0.92 1.28 -0.95
N 1.97 -0.46 1.37
N 0.45 2.17 1.26
N 0.99 -2.08 -0.72
N 2.46 -3.68 -0.36
N -1.83 -1.41 -0.95
C 0.89 -5.31 -3.29
C -1.76 -3.07 0.78
C -2.32 -2.51 -0.44
C -5.63 0.90 -1.19
C -6.57 0.00 -0.71
C -0.09 -3.14 -2.77
C 1.72 -4.08 -1.46
C -0.62 -2.80 2.91
C 3.52 -2.04 1.99
C -0.02 -4.27 -3.55
C 1.95 3.32 -1.90
C 0.79 -3.06 -1.69
C 1.32 2.85 0.60
C -1.52 -4.94 2.30
C 2.52 -1.70 1.14
C -0.85 -4.13 3.21
C 1.99 -2.48 0.04
C -4.46 2.08 -3.08
C -2.53 0.35 -2.18
C -5.56 1.20 -2.55
C -6.47 0.60 -3.42
C -7.40 -0.30 -2.94
C 2.54 0.12 2.38
C -7.44 -0.62 -1.59
C -1.05 -2.27 1.70
C 1.79 -5.23 -2.24
C -1.99 -4.41 1.11
C -3.50 -3.15 -1.11
C 1.41 2.45 -0.83
C 2.17 3.94 1.15
H 3.04 3.39 -1.84
H 1.70 4.91 0.95
H -4.17 -2.38 -1.49
H 2.27 3.84 2.23
H -2.51 -5.05 0.41
H -0.11 -2.15 3.61
H -4.95 1.40 -0.50
H 1.55 4.33 -1.80
H -6.43 0.84 -4.48
H -4.76 2.63 -3.97
H -1.70 -5.98 2.53
H 3.15 3.94 0.68
H 4.11 -2.95 2.02
H -0.77 -2.34 -3.00
H -6.62 -0.21 0.35
H -4.04 -3.79 -0.43
H 2.51 -6.01 -2.05
H -4.06 2.76 -2.34
H -0.68 -4.37 -4.40
H -0.50 -4.54 4.15
H -3.16 -3.73 -1.97
H -8.16 -1.34 -1.23
H 1.68 2.92 -2.88
H -0.42 2.07 2.91
H 3.25 -4.17 0.03
H 2.26 1.09 2.76
H 0.90 -6.18 -3.93
H -8.10 -0.76 -3.63